Entry 1:
ORCA calculation (ωB97M-V/def2-TZVPD) on a structure of composition C40H33BiCl3GeN14O5S2.

Atoms and positions in Å:
N (-3.029, 1.492, -2.935)
N (2.887, 2.179, 2.769)
N (0.804, -0.936, -3.305)
C (2.595, 0.202, 1.848)
O (-4.919, 2.545, -1.660)
C (1.135, -1.127, 7.223)
Ge (3.735, 0.776, -2.104)
C (-4.525, 1.427, 1.128)
O (-0.762, 1.336, -2.854)
H (-0.499, 3.274, 1.690)
H (5.916, -2.617, -1.491)
Cl (4.576, 2.449, -3.228)
Cl (5.188, 0.594, -0.412)
C (-3.709, -1.176, 3.781)
H (-6.781, -2.246, 2.870)
C (-3.589, -0.086, 2.925)
H (5.368, -2.351, 0.162)
H (4.126, -5.207, -2.051)
H (2.847, -0.873, 8.483)
H (-6.571, -0.316, 1.352)
N (-0.942, -1.585, -0.967)
C (2.447, -0.771, 7.483)
H (0.258, -3.019, -7.191)
C (-2.650, -1.480, 4.741)
C (2.330, 2.278, 1.587)
C (-5.767, -0.552, 2.039)
O (-1.432, -0.890, 4.614)
O (1.378, 2.887, -1.271)
H (1.529, -1.304, -8.447)
C (5.374, -3.065, -0.659)
H (-2.451, 7.327, -2.652)
C (-0.757, -1.375, 5.688)
C (-2.276, 6.260, -2.704)
C (1.813, 0.100, -5.370)
C (-3.357, 5.389, -2.781)
C (-3.097, 4.037, -2.843)
H (4.275, -0.004, 6.673)
N (3.996, -3.366, -1.052)
H (2.493, 0.647, -7.311)
C (1.950, -0.084, -6.729)
N (3.072, 0.847, 2.908)
S (-1.312, -3.909, 0.015)
H (-4.939, -2.798, 4.445)
N (-0.082, -2.700, -4.329)
C (2.749, -0.141, 5.174)
H (5.861, -3.988, -0.343)
H (-0.738, -3.448, -4.469)
C (1.399, -1.201, -7.378)
H (-5.028, 2.298, 1.546)
C (0.556, -1.969, -5.317)
O (-4.953, 2.650, -4.119)
C (-1.823, 2.014, -2.888)
C (3.035, -2.536, -0.706)
H (4.382, -3.771, -3.079)
H (0.494, -1.517, 8.002)
C (3.706, 0.296, 4.087)
N (-2.713, -2.248, 5.773)
C (1.106, -0.868, -4.660)
S (-4.192, 2.632, -2.905)
C (0.691, -2.164, -6.688)
C (-0.786, 4.422, -2.757)
C (-5.885, -1.641, 2.893)
N (2.176, -1.844, -0.349)
H (1.014, -0.359, 3.922)
C (-1.381, -2.199, 0.085)
N (-1.063, 1.721, 0.307)
N (2.114, 1.076, 0.986)
C (-1.277, 2.653, 1.278)
H (4.305, -0.557, 3.762)
C (3.805, -4.184, -2.249)
H (2.084, 3.212, 1.111)
N (-2.522, 2.723, 1.681)
H (2.753, -4.181, -2.524)
C (0.081, -2.012, -3.160)
H (2.234, 0.967, -4.876)
H (2.628, -0.866, 1.714)
Cl (4.465, -0.921, -3.364)
N (-1.473, -2.186, 6.386)
C (1.429, -0.475, 4.916)
H (-1.789, -1.686, 0.947)
H (-0.330, -4.665, -2.107)
H (-0.126, 6.465, -2.615)
C (-0.504, -2.487, -1.903)
C (0.625, -0.973, 5.938)
H (-4.372, 5.763, -2.788)
C (-4.861, -1.958, 3.769)
H (-4.971, 1.224, 0.156)
C (3.248, -0.280, 6.464)
C (-0.962, 5.781, -2.686)
Bi (0.946, 0.837, -1.246)
H (0.526, 3.352, -1.271)
H (-2.699, 0.528, 2.967)
C (-0.632, -3.794, -1.547)
H (4.389, 1.056, 4.459)
C (-4.622, 0.234, 2.052)
C (-2.268, 1.214, 0.103)
H (-2.526, 0.460, -0.625)
N (-3.144, 1.808, 0.907)
C (-1.809, 3.521, -2.843)

For the energy above the lowest of the compared OMol25 structures with the same formula, charge and spin, the calculation gives 41.1 kJ/mol. As for the spin multiplicity: 2.

***

Entry 2:
ORCA calculation (ωB97M-V/def2-TZVPD) on a structure of composition C40H33N2PSW.

Atoms and positions in Å:
C (0.345, -0.669, -4.724)
C (-1.050, 3.989, 0.879)
C (-0.811, 1.125, -0.954)
C (0.137, -0.461, 3.444)
C (-0.555, -2.105, 5.621)
C (2.019, 1.028, 1.896)
H (1.822, 1.880, 3.819)
H (0.936, -2.599, -5.603)
C (3.838, 2.091, 3.055)
C (1.330, -1.588, -5.481)
H (-3.152, 4.643, 1.162)
H (-3.888, 2.500, 2.487)
H (0.988, 3.186, 1.287)
C (0.344, -1.179, -3.362)
C (-0.128, 0.102, 4.689)
H (-1.839, -0.276, -4.692)
C (-1.895, 1.903, 2.704)
C (2.373, -0.094, -0.289)
H (4.230, 2.545, 3.951)
C (-2.868, 2.689, 2.167)
C (4.172, 1.286, 0.772)
C (-0.072, 3.087, 1.578)
C (-0.210, -2.683, 4.402)
C (0.114, -1.867, 3.322)
H (1.592, -1.154, -6.465)
S (-3.909, -1.590, -0.850)
C (-3.519, -4.443, -0.709)
N (0.930, -1.210, -2.287)
W (0.355, -0.464, -0.713)
H (-4.183, 1.497, -0.331)
H (-0.012, 1.516, -4.529)
H (-3.316, 3.824, -0.942)
C (-1.297, -5.231, -0.081)
C (-3.116, 1.712, -0.489)
H (-0.664, -6.095, 0.207)
N (-1.342, -1.502, -0.351)
H (-1.096, 4.457, -1.239)
H (0.315, -2.366, 2.355)
C (-1.216, 3.538, -0.613)
H (-0.723, 5.032, 0.911)
C (2.832, 0.748, 0.784)
H (-2.929, -6.479, -0.517)
H (0.240, -3.753, 0.188)
C (-2.220, 0.755, -0.773)
C (5.006, 1.016, -0.330)
H (5.920, 1.580, -0.419)
H (5.666, 2.381, 1.950)
C (-2.659, 3.162, -0.347)
P (0.345, 0.448, 1.896)
H (-1.130, -0.591, -6.284)
H (0.850, 1.013, -5.981)
C (-2.555, 3.727, 1.112)
H (3.027, -1.409, -1.808)
C (-3.066, -3.127, -0.646)
C (-2.458, -0.708, -0.695)
H (-0.141, 1.184, 4.820)
C (-1.075, -0.872, -5.228)
C (-0.494, -0.724, 5.767)
C (-0.533, 1.988, 2.264)
C (-1.714, -2.882, -0.322)
H (-0.719, -0.269, 6.725)
C (0.749, 0.808, -4.893)
H (1.679, 1.076, -4.399)
C (3.352, -0.585, -1.149)
H (2.250, -1.651, -4.895)
C (4.637, 2.003, 1.925)
C (-0.816, -3.941, -0.004)
H (-4.553, -4.631, -1.012)
H (5.339, -0.342, -2.004)
H (-0.188, -3.748, 4.284)
H (-1.394, -1.928, -5.180)
C (-2.613, -5.458, -0.437)
H (0.757, 2.579, -1.083)
C (2.496, 1.693, 3.012)
H (-2.244, 1.187, 3.432)
C (4.636, 0.002, -1.234)
C (-0.329, 2.419, -0.936)
H (-0.931, -2.728, 6.414)

The net charge is +2. As for the spin multiplicity: 3. The value obtained for the energy is -2459.48348 a.u.

***

Entry 3:
ORCA calculation (ωB97M-V/def2-TZVPD) on a structure of composition C40H35AsIN4V.

Atoms and positions in Å:
C (0.462, 1.786, 4.488)
H (1.735, -4.098, 1.858)
C (-2.811, -3.191, 2.921)
C (-0.565, 4.408, 1.485)
C (2.667, -2.535, 0.561)
H (-4.022, -4.966, 2.999)
N (-1.756, -0.091, 0.171)
I (4.685, -3.089, 0.397)
As (0.540, 1.762, 1.591)
C (1.836, 4.380, 1.850)
C (0.626, 6.460, 1.865)
H (-5.229, -4.453, 0.896)
H (-1.485, 3.856, 1.292)
H (-5.086, 2.229, -2.787)
C (2.395, 1.235, 1.558)
H (-1.227, -0.219, -2.669)
C (3.184, 1.783, 0.538)
C (-4.248, -2.580, 0.616)
H (-2.015, 1.569, 6.786)
H (2.330, -0.087, 3.257)
C (-5.128, 1.691, -1.851)
C (-6.339, 1.646, -1.153)
C (-5.357, 0.211, 0.502)
C (-0.299, 1.508, 3.355)
C (-4.117, 0.267, -0.180)
H (-1.485, 6.340, 1.511)
H (0.407, 2.038, 6.604)
H (-1.061, 2.188, -1.270)
H (0.263, -0.903, -2.712)
H (5.154, 1.941, -0.282)
C (1.821, 5.756, 1.986)
N (-0.276, -0.138, -2.283)
H (-7.375, 0.901, 0.568)
C (0.422, 3.493, -2.142)
H (1.668, 0.385, -4.092)
C (1.404, 3.620, -3.115)
C (-2.282, 1.294, 4.683)
N (0.547, -2.477, 1.162)
H (-3.081, 1.070, -1.902)
C (-1.664, 1.275, 3.441)
C (2.022, -1.425, 0.002)
H (-2.302, -3.411, 3.848)
H (2.736, 6.288, 2.202)
C (-4.018, 1.048, -1.355)
H (1.526, 1.995, 4.421)
H (-5.425, -0.325, 1.437)
C (-2.989, -0.464, 0.349)
V (-0.202, 0.169, -0.232)
C (-0.175, 1.808, 5.722)
H (2.597, 2.621, -4.589)
H (2.456, -0.676, -0.645)
C (0.316, 1.126, -2.594)
H (0.621, 7.534, 1.977)
C (5.102, 0.663, 1.443)
C (-0.153, 2.250, -1.890)
C (4.538, 1.503, 0.488)
H (0.068, 4.372, -1.622)
C (0.639, 3.699, 1.592)
H (-3.342, 1.116, 4.756)
N (0.742, -1.401, 0.379)
C (-3.797, -4.063, 2.450)
H (-1.783, -1.328, 2.612)
H (4.762, -0.514, 3.210)
H (1.800, 4.595, -3.354)
C (-6.443, 0.910, 0.025)
H (2.770, 3.839, 1.979)
C (2.951, 0.353, 2.481)
H (2.729, 2.459, -0.189)
C (-2.506, -2.041, 2.223)
H (-2.240, 1.099, 2.532)
C (4.314, 0.101, 2.442)
C (-3.252, -1.700, 1.079)
C (-4.496, -3.762, 1.286)
C (1.330, 1.252, -3.540)
H (-0.375, -2.699, 1.546)
C (-1.533, 1.558, 5.820)
H (-7.197, 2.184, -1.527)
H (6.158, 0.438, 1.397)
C (-0.565, 5.784, 1.614)
H (-4.777, -2.358, -0.298)
C (1.669, -3.188, 1.292)
C (1.853, 2.506, -3.815)

The net charge is +4. As for the spin multiplicity: 1. The value obtained for the energy is -5240.22209 a.u.

***

Entry 4:
ORCA calculation (ωB97M-V/def2-TZVPD) on a structure of composition C40H35AuN2O3P.

Atoms and positions in Å:
C (-2.915, 2.369, -3.289)
C (-0.014, -3.159, -2.408)
Au (0.842, 0.409, 0.471)
H (0.067, -5.826, -0.313)
C (0.251, -4.823, -0.687)
H (1.392, -0.134, -7.515)
H (2.534, -2.050, -6.435)
C (-2.520, 3.211, 3.874)
C (2.961, 3.013, 1.781)
H (5.226, 0.621, 0.586)
H (2.563, 2.468, 2.637)
H (2.407, -2.121, 4.874)
C (3.753, 0.026, 1.997)
H (-2.689, -0.656, 3.093)
H (-1.228, 3.692, -3.108)
P (-1.567, 0.758, 0.803)
H (3.113, 4.041, 2.097)
C (-2.636, -1.353, 2.261)
N (2.473, -0.407, 1.982)
O (-0.384, 0.740, 2.292)
H (5.627, 0.056, 3.035)
C (-3.224, 0.791, -1.491)
H (-3.372, -4.572, 1.495)
C (-2.090, 1.297, -0.847)
C (-2.532, -3.141, 0.131)
C (1.007, -3.926, 0.063)
C (2.819, -1.514, 4.076)
H (-0.840, -5.138, -2.513)
C (2.027, -1.158, 3.010)
C (-2.084, -1.838, -0.039)
C (-1.787, 2.879, -2.655)
H (5.004, 2.569, 2.086)
H (4.621, 2.997, 0.431)
C (4.265, 2.423, 1.291)
H (-3.793, -0.021, -1.049)
C (-2.145, -0.936, 1.021)
H (1.866, -1.966, 0.148)
C (0.470, 0.429, -4.295)
H (1.421, -4.232, 1.020)
H (2.236, 3.316, -0.050)
H (-1.987, 3.536, 4.760)
C (-2.547, 1.895, 1.844)
H (0.988, -1.470, 2.949)
C (1.839, -1.548, -4.469)
C (-1.920, 2.329, 2.995)
H (2.331, -2.393, -3.995)
H (-0.482, 2.736, -0.956)
C (-0.258, -4.439, -1.921)
C (1.311, -0.276, -6.442)
H (-3.239, 2.781, -4.238)
C (0.736, -2.251, -1.662)
C (1.245, -2.647, -0.424)
C (4.135, -1.077, 4.094)
C (4.602, -0.303, 3.047)
O (0.245, 2.060, 4.016)
H (-0.107, 1.114, -3.682)
C (1.000, -0.865, -2.203)
C (-1.372, 2.341, -1.442)
C (1.950, -1.356, -5.838)
H (-0.404, -2.867, -3.377)
H (-1.686, -1.527, -0.999)
H (-5.457, 3.566, 2.228)
C (0.568, 0.613, -5.672)
H (-4.305, 4.342, 4.263)
H (-3.463, -2.982, 3.394)
H (0.064, 1.451, -6.145)
C (-3.824, 2.352, 1.545)
C (-3.075, -2.662, 2.433)
C (-3.631, 1.326, -2.710)
H (-2.489, -3.835, -0.700)
H (4.791, -1.337, 4.921)
H (-4.511, 0.927, -3.203)
H (3.584, 0.810, 0.010)
N (1.187, 0.182, -1.489)
C (-0.565, 1.757, 3.205)
C (4.226, 0.935, 0.885)
C (-4.453, 3.217, 2.438)
C (-3.805, 3.652, 3.590)
H (-4.334, 2.049, 0.639)
O (1.911, 2.943, 0.776)
C (-3.025, -3.552, 1.365)
C (1.102, -0.656, -3.692)

For the energy above the lowest of the compared OMol25 structures with the same formula, charge and spin, the calculation gives 201.9 kJ/mol. The net charge is +1. As for the spin multiplicity: 1.

***

Entry 5:
ORCA calculation (ωB97M-V/def2-TZVPD) on a structure of composition C40H35AuN2O3P.

Atoms and positions in Å:
H (-3.840, 0.588, 4.413)
H (-5.021, -0.635, 0.471)
O (1.366, -0.391, -1.580)
O (1.527, -1.234, -3.650)
C (-0.835, -0.454, 4.846)
C (2.579, 2.149, 0.049)
H (-4.396, -4.086, -4.266)
H (5.348, 0.649, 0.091)
H (-2.040, -4.571, -4.838)
C (-4.600, -0.017, 2.496)
C (4.087, -2.052, 3.397)
H (-1.341, -2.062, 3.497)
C (6.110, -0.103, -1.767)
H (-1.399, 1.605, 4.455)
H (-1.538, -0.831, -0.547)
H (-0.301, -2.546, 4.830)
C (-5.833, 2.659, -2.745)
C (2.010, 2.824, 1.130)
C (3.506, -0.553, -2.467)
C (-2.278, -3.735, -4.194)
H (-6.491, 3.467, -3.040)
C (3.032, 4.885, 0.441)
N (-1.977, 0.121, 1.668)
C (5.816, -0.660, -3.013)
C (-4.260, 1.737, -1.188)
C (-2.287, 0.392, 2.950)
H (-1.686, -0.648, 5.505)
C (3.566, 4.240, -0.662)
H (4.162, 4.792, -1.377)
H (4.263, -0.176, 4.425)
C (3.437, 0.073, 2.462)
H (-6.226, 1.494, -4.502)
C (-2.947, -0.201, 0.812)
H (3.827, -3.750, 2.111)
N (-2.519, -0.519, -0.498)
H (-3.658, 1.865, -0.305)
H (-0.754, -1.257, -2.479)
H (1.815, 4.669, 2.198)
H (1.389, -1.348, 3.657)
H (-5.628, -0.092, 2.827)
C (-1.150, 0.707, 3.884)
C (3.777, 0.010, -1.239)
H (7.143, 0.070, -1.492)
H (3.344, 1.147, 2.567)
C (2.250, 4.171, 1.341)
P (2.279, 0.338, -0.155)
C (3.211, -1.933, 1.161)
C (4.502, -0.896, -3.374)
C (3.057, -0.554, 1.277)
H (4.241, -1.339, -4.326)
C (3.715, -2.678, 2.215)
C (-1.259, -2.944, -3.681)
H (4.489, -2.632, 4.218)
C (-3.603, -3.459, -3.883)
H (-5.164, 3.654, -0.962)
H (2.931, -2.434, 0.240)
C (-5.695, 1.549, -3.562)
C (-0.494, -1.746, 4.109)
C (-3.918, -2.373, -3.085)
H (-4.950, -2.179, -2.821)
C (-2.890, -1.580, -2.566)
H (-4.711, -0.314, -3.861)
C (3.952, -0.675, 3.515)
C (-4.274, -0.315, 1.183)
H (-0.006, -0.156, 5.493)
C (-4.852, 0.519, -3.189)
H (1.366, 2.283, 1.815)
H (-0.266, 0.930, 3.287)
C (-4.152, 0.569, -1.972)
C (-5.097, 2.762, -1.569)
C (2.060, -0.767, -2.671)
C (3.350, 2.881, -0.852)
H (6.620, -0.912, -3.692)
H (-0.226, -3.144, -3.931)
Au (0.127, 0.207, 0.873)
O (0.579, -1.603, 3.193)
C (-3.607, 0.350, 3.384)
H (3.214, 5.940, 0.597)
C (-1.558, -1.884, -2.846)
C (-3.209, -0.489, -1.637)
C (5.102, 0.227, -0.877)
H (3.782, 2.400, -1.718)

For the energy above the lowest of the compared OMol25 structures with the same formula, charge and spin, the calculation gives 171.5 kJ/mol. The net charge is +1. As for the spin multiplicity: 1.

***

For each record above, in turn, the calculated maximum force values are 0.29 7.60 4.30 1.09 0.56 eV/Å.